Entry 1:
Computed, not measured: one molecule with the formula C6H13NO, with ωB97M-V/def2-TZVPD.

ORCA input file:
```
! wB97M-V def2-TZVPD RIJCOSX def2/J DEFGRID3
* xyz 0 1
H -2.471 -1.824 -0.250
H -0.201 2.567 -1.776
C -0.047 1.338 0.009
C 0.690 -1.641 1.149
O 1.955 3.638 -1.937
C -1.602 -2.115 0.330
H 2.397 2.600 -0.321
H 0.619 1.476 0.860
H 0.535 -0.470 -1.088
C 1.640 2.815 -1.097
C -0.619 -1.000 0.681
H 1.133 -2.240 0.343
H -1.048 1.682 0.312
H -1.830 -2.803 1.140
H -1.181 -0.001 -1.156
C -0.304 -0.066 -0.522
H 0.643 -2.221 2.061
N 0.397 2.260 -1.030
H -1.063 -2.824 -0.333
H -1.038 -0.373 1.478
H 1.397 -0.797 1.149
*
```

Output
E_LUMO   0.899 eV
Energy relative to the best compared isomer or geometry (same formula, charge and spin)   0.816 eV
Structure (SMILES)   CC(C)CCNC=O

Entry 2:
Computed, not measured: C22H25B2F4N10O4SeTi as an isolated structure, with ωB97M-V/def2-TZVPD.

ORCA input file:
```
! wB97M-V def2-TZVPD RIJCOSX def2/J DEFGRID3
* xyz 1 3
C -1.648 -1.598 1.070
C 0.789 1.794 3.053
O -1.746 -1.700 2.436
C -0.578 -4.147 1.730
H 2.296 -4.240 1.009
H 3.139 -1.275 -2.535
C 0.434 -3.302 1.826
H -6.505 1.110 0.593
C 0.794 0.944 -6.399
C 1.852 4.119 2.555
F -0.118 1.707 -1.106
C -2.134 -2.865 0.398
O 2.462 0.951 -1.299
H -0.823 1.512 -3.474
H -2.928 -2.775 -0.330
C 1.884 -2.245 0.291
N 1.911 0.027 -0.424
C -2.799 1.846 0.505
C 0.524 -1.105 -5.177
C 1.312 2.813 2.105
H 3.688 -3.152 1.052
H 0.011 2.718 -5.478
H 1.153 1.468 -7.275
N -0.245 -1.310 0.580
C 3.532 -1.380 -1.521
H 3.102 -3.810 -0.475
H -2.045 -4.962 0.320
C 2.413 -1.152 -0.555
H 3.987 -2.355 -1.418
N 0.530 0.677 2.460
N -1.952 0.793 0.606
N -2.267 3.074 0.386
H 4.296 -0.615 -1.398
C -4.580 0.483 0.568
H 0.663 -2.174 -5.083
N -5.902 0.308 0.558
C -0.133 -0.404 -4.154
C 0.150 1.649 -5.388
N -3.819 -0.638 0.613
C -0.319 0.982 -4.270
H -1.331 3.160 0.026
N 1.255 2.387 0.895
C 0.977 -0.431 -6.296
N 0.692 -2.238 0.852
H 2.530 3.983 3.398
O 0.221 -0.393 3.232
H -6.277 -0.617 0.664
H 0.210 1.190 5.001
H 1.023 4.740 2.905
H 1.694 2.160 4.944
H -0.616 -4.938 2.469
C -2.540 -0.405 0.673
C 0.698 2.028 4.515
F 2.795 3.012 -2.177
Se -0.743 -1.295 -2.642
H 0.128 2.938 4.708
B 2.297 2.338 -1.169
F -1.977 0.477 3.393
H -2.912 3.826 0.210
C 2.790 -3.426 0.494
N -4.116 1.733 0.522
F -1.316 -1.342 4.658
C -1.637 -4.049 0.735
B -1.275 -0.723 3.440
H 1.178 -3.331 2.606
Ti 0.143 0.667 0.415
H 1.474 -0.973 -7.090
O 1.888 3.113 -0.090
H 2.366 4.636 1.751
*
```

Output
<S²>   2.03
E_LUMO (spin up / spin down)   -4.009 / -4.464 eV
Energy relative to the best compared isomer or geometry (same formula, charge and spin)   2.672 eV

Entry 3:
Computed, not measured: C3H5N3 as an isolated structure, with ωB97M-V/def2-TZVPD.

ORCA input file:
```
! wB97M-V def2-TZVPD RIJCOSX def2/J DEFGRID3
* xyz 0 1
N 0.024 0.600 0.822
H -1.563 -1.384 0.087
H -1.915 0.358 -0.038
C 0.794 1.295 -0.043
N 1.509 -0.725 -0.296
N 1.677 0.535 -0.694
C 0.496 -0.697 0.587
H -0.824 -0.411 -1.263
H 0.292 -1.515 1.266
C -1.180 -0.416 -0.234
H 0.690 2.361 -0.194
*
```

Output
E_LUMO   0.115 eV
Energy relative to the best compared isomer or geometry (same formula, charge and spin)   3.600 eV

Entry 4:
Computed, not measured: one molecule with the formula C6H10O, with ωB97M-V/def2-TZVPD.

ORCA input file:
```
! wB97M-V def2-TZVPD RIJCOSX def2/J DEFGRID3
* xyz 0 1
H 1.471 2.199 0.940
C -1.658 -0.818 -2.023
H -0.347 0.762 -1.540
H 0.470 -0.651 -2.147
H -0.120 0.080 2.569
C -0.336 -0.338 -1.469
C 0.977 0.045 0.652
H -1.841 -0.566 -3.090
H 1.665 0.426 2.753
C -0.086 -0.784 -0.031
H 0.185 -1.848 0.006
C 0.673 1.468 1.031
O -2.500 -1.410 -1.390
H -0.317 1.868 0.818
H 1.997 -0.140 0.315
C 0.801 0.413 2.095
H -1.034 -0.706 0.512
*
```

Output
E_LUMO   1.065 eV
Energy relative to the best compared isomer or geometry (same formula, charge and spin)   0.713 eV
Structure (SMILES)   O=CCCC1CC1

Entry 5:
Computed, not measured: one molecule with the formula CBrN3O2, with ωB97M-V/def2-TZVPD.

ORCA input file:
```
! wB97M-V def2-TZVPD RIJCOSX def2/J DEFGRID3
* xyz 0 1
C 0.671 0.209 -1.117
N 0.792 0.437 -2.246
N 0.634 -0.125 0.167
Br 0.669 -1.013 3.231
O -0.596 -0.552 1.974
O -1.496 0.309 0.176
N -0.481 -0.165 0.643
*
```

Output
E_LUMO   -2.270 eV
Energy relative to the best compared isomer or geometry (same formula, charge and spin)   0.867 eV
Structure (SMILES)   N#C/N=[N+](\[O-])OBr

Entry 6:
Computed, not measured: C34H47MoN2O3P3Si2 as an isolated structure, with ωB97M-V/def2-TZVPD.

ORCA input file:
```
! wB97M-V def2-TZVPD RIJCOSX def2/J DEFGRID3
* xyz 4 1
H 2.582 0.483 -6.015
H 0.536 3.353 1.171
C -3.091 3.732 -0.605
C 2.406 1.009 -3.941
P 0.187 0.215 3.177
C -5.858 -1.133 0.324
P 1.205 -1.332 -0.881
H 2.547 -6.614 0.305
H 1.060 3.155 3.862
O -1.028 0.559 4.052
N -1.191 1.484 0.094
H 4.796 -1.664 -0.599
C 1.413 -1.583 -3.601
H 2.806 -3.297 -2.375
C 2.048 0.578 -2.678
H -3.000 3.867 2.677
Si 3.685 -0.030 0.837
C -5.715 -0.428 -0.868
C -3.351 -0.304 -0.474
C 1.477 -4.860 0.928
H -2.065 -1.278 4.099
H 3.652 -2.028 2.262
H 4.252 2.144 1.918
C -1.702 1.285 -5.325
C 1.771 -1.137 -4.862
H -0.778 3.144 -4.762
H -3.015 0.145 3.561
H -4.884 -1.992 2.041
H -0.700 2.582 -2.365
C -1.131 1.882 -3.067
H 1.004 -2.581 -3.483
H 4.933 -0.892 2.709
C -2.261 -0.220 4.252
C 2.283 -5.592 0.056
C 2.755 -5.032 -1.128
C 1.296 2.327 4.523
H -2.568 -0.034 5.272
C 1.598 -3.000 -0.592
H 1.665 -1.796 -5.715
C -0.362 -0.664 -0.305
Mo 0.447 0.832 0.781
H -3.491 2.226 2.255
C -2.207 0.058 -4.898
C 1.130 -3.562 0.614
H -1.728 1.537 -6.379
C 2.417 -3.732 -1.465
H 0.504 -2.984 1.286
H 1.920 -1.804 4.777
Si -1.895 3.165 0.646
H 5.773 -0.219 -0.328
P -1.772 0.261 -0.934
H -2.723 3.712 -1.627
C 0.870 -1.960 4.550
H 2.280 2.457 4.952
O 1.362 1.068 3.737
C 4.753 -0.571 -0.541
C -0.251 4.039 0.804
H 0.113 4.458 -0.138
H -0.283 4.854 1.535
H 1.118 -5.316 1.844
H 0.550 2.225 5.303
H 0.245 -1.559 5.344
O 0.569 -1.281 3.263
C -4.460 -0.013 -1.282
H 0.659 -3.010 4.390
C 3.883 -0.965 2.389
C 1.568 -0.731 -2.498
H 3.265 -0.546 3.183
C 2.280 0.148 -5.029
C -4.752 -1.427 1.125
C -3.496 -1.012 0.734
H -4.011 3.142 -0.543
N 1.876 -0.287 0.283
C -1.665 0.664 -2.636
H -3.356 4.772 -0.367
H 4.459 -0.168 -1.509
H -4.348 0.531 -2.211
C 3.575 1.812 1.124
H 3.385 -5.611 -1.791
H 3.812 2.394 0.230
C -1.163 2.192 -4.415
H 2.180 1.243 -1.848
H -2.628 -0.638 -5.615
C -2.195 -0.260 -3.552
C -2.630 2.903 2.297
H 2.573 2.115 1.467
H -6.582 -0.211 -1.480
H -1.907 2.525 3.021
H -6.843 -1.468 0.631
H -2.629 -1.250 1.339
H -2.611 -1.205 -3.217
H 2.807 2.007 -4.084
*
```

Output
E_LUMO (spin up / spin down)   -13.641 / -13.639 eV